[1]
Entry from OMol25: a cluster of 14 separate species, C42H90N6O26S4 in total (ωB97M-V with the def2-TZVPD basis set).

Atoms and positions in Å:
1 C 2.9603 0.4256 7.2567
2 C 1.8871 -0.6369 6.9278
3 O 0.9970 -0.8544 7.7071
4 N 2.0146 -1.2337 5.7664
5 C 1.0809 -2.1943 5.2385
6 H 3.9881 0.0757 7.1605
7 H 2.9002 0.7243 8.3033
8 H 2.8433 1.3277 6.6562
9 H 2.9052 -1.1053 5.3075
10 H 0.1422 -2.2101 5.7922
11 H 1.6080 -3.1475 5.1966
12 H 0.8302 -2.0009 4.1955
13 C -8.6599 4.4188 3.7030
14 C -8.6459 3.5261 2.5053
15 O -9.4763 2.6385 2.4069
16 N -7.5931 3.7620 1.6743
17 C -7.2862 2.9771 0.4347
18 H -8.1723 5.3921 3.6486
19 H -8.2821 3.8574 4.5575
20 H -9.6816 4.7596 3.8707
21 H -6.9753 4.5119 1.9500
22 H -6.7490 2.0922 0.7760
23 H -6.6577 3.5870 -0.2143
24 H -8.1580 2.7096 -0.1623
25 C -2.0580 -5.8086 -0.4568
26 C -0.6693 -5.6579 0.1616
27 O -0.3803 -4.6170 0.7390
28 N 0.2082 -6.6627 0.1005
29 C 1.5781 -6.4684 0.4501
30 H -1.8932 -6.4177 -1.3456
31 H -2.6371 -4.8878 -0.5264
32 H -2.6707 -6.4691 0.1567
33 H -0.1814 -7.4713 -0.3625
34 H 2.1219 -7.3728 0.1774
35 H 1.7775 -6.2352 1.4960
36 H 1.8488 -5.6805 -0.2528
37 C -1.7419 6.1615 1.4204
38 C -2.9388 5.9118 2.2487
39 O -4.0292 6.1872 1.7618
40 N -2.8514 5.6378 3.5492
41 C -4.0246 5.6544 4.4120
42 H -1.6991 5.4859 0.5661
43 H -0.8677 6.0529 2.0623
44 H -1.7878 7.1627 0.9919
45 H -1.9206 5.7081 3.9348
46 H -3.8334 5.2687 5.4134
47 H -4.8289 5.0147 4.0487
48 H -4.4936 6.6371 4.4628
49 C 6.8902 -2.5668 -3.7910
50 C 6.2473 -3.6022 -2.8804
51 O 4.9983 -3.8040 -2.9785
52 N 7.0673 -4.3134 -2.1334
53 C 6.5408 -5.3778 -1.2349
54 H 6.5575 -2.8314 -4.7947
55 H 7.9780 -2.5229 -3.8442
56 H 6.5218 -1.5863 -3.4895
57 H 8.0632 -4.1566 -2.0728
58 H 5.7443 -5.1176 -0.5378
59 H 7.3331 -5.7241 -0.5713
60 H 6.2116 -6.1858 -1.8883
61 C -1.5988 0.9101 0.8151
62 C -0.2356 0.7538 0.1449
63 O 0.3925 1.7393 -0.1400
64 N 0.2355 -0.4876 -0.1063
65 C 1.4633 -0.8931 -0.7707
66 H -2.0593 1.8873 0.6700
67 H -1.3933 0.6712 1.8586
68 H -2.2298 0.1050 0.4387
69 H -0.3707 -1.2675 0.1042
70 H 2.2339 -0.1352 -0.6296
71 H 1.2792 -0.9418 -1.8439
72 H 1.9223 -1.7830 -0.3398
73 C 1.1257 -5.9362 -5.4514
74 C 0.2692 -4.6438 -5.3030
75 O 0.3298 -3.9894 -6.5784
76 S 1.2766 -4.7484 -7.6860
77 O 2.6765 -4.4330 -7.6140
78 O 0.7239 -4.8461 -9.0460
79 O 1.0657 -6.1603 -6.8500
80 H 0.6777 -6.8301 -5.0175
81 H 2.1393 -5.7383 -5.1028
82 H 0.5079 -3.8780 -4.5649
83 H -0.7955 -4.7874 -5.1189
84 C 4.2395 4.0945 1.9132
85 C 4.1312 4.1163 3.4414
86 O 4.9475 5.1304 3.9129
87 S 6.1577 5.4779 2.8912
88 O 7.3954 5.0672 3.4769
89 O 5.9758 6.8294 2.3668
90 O 5.6596 4.2930 1.7923
91 H 3.6607 4.8739 1.4175
92 H 4.0361 3.1646 1.3822
93 H 4.4206 3.1658 3.8896
94 H 3.1182 4.3628 3.7595
95 C 9.3395 2.9430 -2.6334
96 C 8.9244 3.1753 -4.1116
97 O 7.5711 2.8530 -4.2026
98 S 6.8865 3.0154 -2.7384
99 O 5.7670 2.0879 -2.5724
100 O 6.6484 4.4251 -2.4570
101 O 8.2044 2.4941 -1.9756
102 H 9.7691 3.8516 -2.2113
103 H 10.1656 2.2324 -2.6059
104 H 9.5357 2.5225 -4.7347
105 H 8.9718 4.1794 -4.5331
106 C -9.9616 -2.1176 0.1615
107 C -9.4752 -2.0778 1.6149
108 O -8.5662 -3.1027 1.8011
109 S -7.6007 -3.3327 0.4036
110 O -7.2886 -4.7585 0.3032
111 O -6.4988 -2.3519 0.3127
112 O -8.9391 -2.8864 -0.5305
113 H -10.0239 -1.1628 -0.3606
114 H -10.8961 -2.6609 0.0213
115 H -10.2787 -2.1700 2.3456
116 H -8.8898 -1.1927 1.8637
117 C -5.9068 -0.5640 -3.7398
118 C -4.4403 -0.1510 -3.3218
119 C -4.1719 0.9522 -4.3495
120 O -4.9467 0.6291 -5.4832
121 C -5.8818 -0.4534 -5.2472
122 H -6.5440 0.2258 -3.3418
123 H -6.2310 -1.5605 -3.4399
124 H -3.6849 -0.8916 -3.5844
125 H -4.4125 0.2129 -2.2948
126 H -3.1256 1.1159 -4.6077
127 H -4.5815 1.8719 -3.9320
128 H -5.4984 -1.3317 -5.7665
129 H -6.8622 -0.2271 -5.6664
130 C -5.2832 -0.5872 4.6470
131 C -6.3847 -0.9144 5.6112
132 C -6.9987 0.4221 5.9215
133 O -5.9030 1.3177 5.8820
134 C -5.0525 0.9211 4.8752
135 H -5.5880 -0.7277 3.6099
136 H -4.4312 -1.1681 5.0002
137 H -6.0612 -1.4531 6.5018
138 H -7.1246 -1.5365 5.1075
139 H -7.4198 0.5069 6.9233
140 H -7.8446 0.6241 5.2644
141 H -4.0426 1.0631 5.2600
142 H -5.2116 1.4277 3.9233
143 C 8.4047 -0.2476 2.6721
144 C 7.7087 -1.2053 1.6715
145 C 6.1917 -0.7864 1.8011
146 O 6.0474 -0.5732 3.1737
147 C 7.3121 -0.1510 3.7413
148 H 8.7195 0.6896 2.2130
149 H 9.3004 -0.6931 3.1049
150 H 7.9535 -2.2163 1.9969
151 H 8.1209 -1.0274 0.6783
152 H 5.5668 -1.5594 1.3538
153 H 6.0828 0.0814 1.1505
154 H 7.5864 -0.8276 4.5507
155 H 7.3356 0.8525 4.1662
156 C 0.5872 2.1782 -6.7007
157 C 1.7038 1.9036 -5.6962
158 C 2.5990 0.9912 -6.4537
159 O 2.5038 1.4453 -7.8312
160 C 1.4346 2.3861 -7.9087
161 H -0.0667 2.9823 -6.3630
162 H -0.1052 1.3634 -6.9126
163 H 1.3455 1.4668 -4.7640
164 H 2.1804 2.8350 -5.3907
165 H 2.2719 -0.0215 -6.2182
166 H 3.5964 1.0726 -6.0217
167 H 0.7621 2.0533 -8.6993
168 H 1.7469 3.4273 -7.9897

Computed properties:
Electronic energy: -5531.58793 Eh
LUMO energy: -0.039 eV

Löwdin population analysis, charges in e, atoms 1 to 6:
1 C -0.0029
2 C -0.5940
3 O 0.0506
4 N 0.0010
5 C -0.0590
6 H 0.0694

[2]
Entry from OMol25: a cluster of 14 separate species, C42H92BN15O30 in total (ωB97M-V with the def2-TZVPD basis set).

Atoms and positions in Å:
1 C 6.5289 -8.1708 -1.0284
2 C 5.5257 -7.6083 -2.0514
3 C 4.6437 -6.4003 -1.7745
4 C 4.0783 -6.4838 -0.3573
5 N 3.3238 -5.1546 -0.0556
6 C 2.1182 -4.7770 -0.9566
7 C 1.2499 -3.7630 -0.1805
8 C 1.3545 -4.1820 1.3505
9 C 2.4628 -5.2723 1.3128
10 C 4.1807 -3.8798 0.0589
11 C 5.4345 -4.2451 0.9627
12 C 6.0743 -2.9476 1.6077
13 H 5.8725 -8.6915 -0.3311
14 H 7.0691 -7.3954 -0.4852
15 H 7.1173 -8.8841 -1.6055
16 H 4.9588 -8.5195 -2.2425
17 H 5.9976 -7.3286 -2.9933
18 H 3.8564 -6.2390 -2.5110
19 H 5.3444 -5.5699 -1.8607
20 H 4.7966 -6.7192 0.4279
21 H 3.2954 -7.2396 -0.2934
22 H 2.4778 -4.5052 -1.9490
23 H 1.6032 -5.7320 -1.0604
24 H 1.5675 -2.7477 -0.4178
25 H 0.2298 -3.8570 -0.5529
26 H 1.6218 -3.3113 1.9492
27 H 0.4465 -4.6552 1.7243
28 H 3.1319 -5.2071 2.1708
29 H 2.1181 -6.3063 1.3137
30 H 3.5449 -3.1658 0.5825
31 H 4.5428 -3.4795 -0.8880
32 H 6.1729 -4.8200 0.4038
33 H 5.2046 -4.8896 1.8111
34 H 5.2758 -2.5637 2.2425
35 H 6.5512 -2.1904 0.9853
36 H 6.8914 -3.1655 2.2955
37 O -4.2710 -0.1262 -0.0165
38 C -3.0246 -0.3422 -0.1197
39 O -2.0793 0.3468 0.4843
40 B -0.7000 -0.1172 0.0305
41 O -1.0301 -1.2050 -0.8367
42 C -2.3406 -1.4317 -0.9474
43 O -2.9395 -2.2057 -1.6748
44 O 0.0528 0.9134 -0.7697
45 C 1.2050 1.1697 -0.1066
46 O 1.9947 2.0551 -0.4693
47 C 1.2425 0.2263 1.1591
48 O 0.1552 -0.4883 1.1701
49 O 2.1704 0.1004 1.9502
50 C 1.0222 9.7871 -1.8531
51 C 1.3933 8.4101 -2.3784
52 O 1.7046 7.4392 -1.3880
53 C 0.7557 6.7786 -0.6868
54 O -0.4708 6.8460 -0.8501
55 O 1.3930 5.8557 -0.0126
56 C 0.7105 4.8720 0.7467
57 H 0.1128 9.8046 -1.2524
58 H 0.8830 10.3997 -2.7438
59 H 1.7823 10.3178 -1.2798
60 H 2.2378 8.4942 -3.0624
61 H 0.5450 8.0157 -2.9379
62 H 0.5858 4.0561 0.0348
63 H -0.1668 5.2619 1.2628
64 H 1.3081 4.4813 1.5703
65 C 0.4812 4.6826 -5.8722
66 C 0.1443 5.6809 -4.7460
67 O -1.0078 5.2426 -3.9887
68 C -0.8279 4.3382 -2.9355
69 O 0.2413 3.9498 -2.5711
70 O -2.0160 4.1708 -2.3954
71 C -2.1853 3.3437 -1.2571
72 H 0.7575 3.6875 -5.5235
73 H 1.3480 5.1191 -6.3684
74 H -0.3550 4.6562 -6.5709
75 H -0.0201 6.6763 -5.1586
76 H 1.0333 5.8529 -4.1393
77 H -3.1383 3.6265 -0.8099
78 H -1.3392 3.4671 -0.5811
79 H -2.4837 2.3131 -1.4493
80 C -6.0473 -3.4607 -0.1184
81 C -6.5760 -4.8844 -0.4821
82 O -7.2476 -4.9167 -1.7275
83 C -6.4703 -4.9428 -2.7431
84 O -5.2282 -5.0547 -2.7162
85 O -7.2410 -4.8869 -3.7560
86 C -6.5998 -4.9863 -5.0498
87 H -5.9021 -3.3102 0.9514
88 H -6.6697 -2.6465 -0.4897
89 H -5.1112 -3.2726 -0.6441
90 H -7.2372 -5.3199 0.2670
91 H -5.7698 -5.6178 -0.4975
92 H -5.9918 -5.8609 -5.2812
93 H -6.1327 -4.0424 -5.3306
94 H -7.4915 -5.0289 -5.6753
95 C -5.2210 -1.4603 -4.3877
96 C -4.9794 -0.1926 -3.6197
97 O -6.1432 0.4555 -3.2076
98 C -6.1838 1.5032 -2.4142
99 O -5.3212 2.0902 -1.8488
100 O -7.4283 1.8842 -2.4055
101 C -7.8498 3.0119 -1.6589
102 H -5.6631 -1.2037 -5.3504
103 H -6.0184 -2.0311 -3.9118
104 H -4.2462 -1.9144 -4.5652
105 H -4.3977 0.5492 -4.1671
106 H -4.3187 -0.3106 -2.7609
107 H -8.7907 3.0088 -1.1086
108 H -7.7659 3.8607 -2.3375
109 H -7.2481 3.2356 -0.7779
110 C -1.1081 2.9540 2.5824
111 C -0.5375 2.2148 3.7847
112 O 0.7707 2.5905 4.2462
113 C 0.9935 3.5658 5.0657
114 O 0.1991 4.4954 5.2690
115 O 2.2423 3.5521 5.3742
116 C 2.7795 4.5183 6.3342
117 H -2.1527 2.7559 2.3423
118 H -0.5148 2.6541 1.7186
119 H -1.0403 4.0238 2.7802
120 H -0.5945 1.1431 3.5944
121 H -1.2179 2.4017 4.6155
122 H 3.6341 4.1926 6.9273
123 H 1.9701 4.5476 7.0636
124 H 3.0067 5.4973 5.9121
125 C 3.9080 4.3837 -2.9513
126 O 5.0012 4.1383 -3.4371
127 N 3.7479 5.2427 -1.9778
128 N 2.8606 3.8303 -3.4894
129 H 2.8131 5.6200 -1.9141
130 H 4.6047 5.7437 -1.7912
131 H 2.0641 3.7647 -2.8720
132 H 2.8595 3.2253 -4.2981
133 C 5.7913 0.5319 0.9791
134 O 7.0169 0.5324 0.9448
135 N 5.0227 0.3127 2.0044
136 N 5.0873 0.9044 -0.0813
137 H 5.5807 -0.0412 2.7683
138 H 4.0189 0.2131 1.9545
139 H 5.7495 1.2704 -0.7503
140 H 4.0904 0.8258 -0.2231
141 C 4.2382 4.1693 1.9773
142 O 4.6337 4.9144 2.7850
143 N 4.5766 4.1686 0.7164
144 N 3.2617 3.3271 2.2138
145 H 4.1120 3.5560 0.0615
146 H 5.1425 4.8810 0.2777
147 H 3.1744 2.6401 1.4786
148 H 2.7124 3.3893 3.0590
149 C 0.7472 -0.5424 6.2785
150 O 0.3975 -1.0684 7.3205
151 N 1.9060 0.0685 6.0729
152 N 0.0914 -0.5020 5.1516
153 H 2.5378 0.1244 6.8589
154 H 2.0402 0.6885 5.2870
155 H -0.8558 -0.8420 5.0656
156 H 0.6746 -0.1691 4.3972
157 C -2.1793 -5.5924 -0.2882
158 O -2.7062 -4.8946 0.5281
159 N -1.4271 -6.5960 0.0514
160 N -1.9972 -5.2008 -1.4716
161 H -1.0896 -7.2338 -0.6552
162 H -1.2665 -6.6066 1.0485
163 H -1.5346 -5.8215 -2.1203
164 H -2.2463 -4.2630 -1.7519
165 C -4.5764 2.3022 3.0692
166 O -5.1606 2.6952 4.0242
167 N -4.6816 2.9219 1.9528
168 N -4.1215 1.0710 2.8958
169 H -5.2498 3.7541 2.0219
170 H -4.5316 2.4474 1.0739
171 H -4.0278 0.4657 3.6989
172 H -3.7136 0.7728 2.0213
173 C -2.6192 -2.3572 3.1671
174 O -2.3003 -1.5381 3.9993
175 N -3.6396 -3.0534 3.1080
176 N -1.8282 -2.6194 2.1652
177 H -4.3758 -2.8793 3.7771
178 H -3.7778 -3.6176 2.2817
179 H -2.1696 -3.2812 1.4829
180 H -1.0530 -1.9942 1.9972

Computed properties:
Electronic energy: -4759.25245 Eh
LUMO energy: -1.094 eV

Löwdin population analysis, charges in e, atoms 1 to 6:
1 C -0.0890
2 C -0.2659
3 C -0.1803
4 C -0.0986
5 N -0.1786
6 C -0.0975